{
  "formula": "C6H9NO2",
  "method": "ωB97M-V with the def2-TZVPD basis set",
  "orbital_gap_ev": 8.17,
  "e_lumo_ha": 0.02265,
  "spin_multiplicity": 1,
  "elements": ["C", "C", "C", "C", "C", "C", "N", "O", "O", "H", "H", "H", "H", "H", "H", "H", "H", "H"],
  "xyz": [[-1.055965, -0.392422, -0.375652], [0.127102, -1.074994, -1.007948], [-1.627221, -0.927132, 0.905880], [0.783562, 1.338439, -0.499377], [-0.507843, 1.714726, -0.421792], [0.898756, -0.072259, -0.232780], [1.679956, -0.501499, 0.792830], [1.874156, 2.136163, -0.851507], [-1.393578, 2.485441, -0.250794], [1.897937, 2.906985, -0.270721], [-1.789988, -0.024638, -1.082942], [1.937068, -1.469109, 0.884352], [2.025015, 0.155904, 1.471899], [0.292509, -2.111612, -0.708129], [0.202348, -0.967384, -2.086215], [-2.158594, -1.873937, 0.752301], [-2.340821, -0.218230, 1.330330], [-0.844400, -1.104441, 1.650265]],
  "atomic_forces_ev_per_a": [[-0.30, 0.82, -0.28], [0.08, 0.15, 0.24], [0.12, 0.03, -0.03], [0.08, 0.36, -0.16], [-0.24, -0.88, 0.18], [0.45, -0.33, 0.32], [-0.29, 0.18, -0.43], [-0.02, -0.10, 0.25], [0.13, -0.14, -0.08], [0.01, -0.10, -0.08], [-0.09, -0.15, -0.02], [-0.01, 0.06, -0.01], [0.02, -0.04, -0.06], [0.03, 0.06, 0.05], [-0.02, 0.08, 0.07], [0.04, 0.03, 0.01], [0.05, 0.00, 0.00], [-0.03, -0.01, 0.03]]
}

{
  "formula": "C19H20N2O2",
  "method": "ωB97M-V with the def2-TZVPD basis set",
  "orbital_gap_ev": 8.67,
  "e_lumo_ha": 0.02748,
  "spin_multiplicity": 1,
  "smiles": "Cc1ccc(N[C@H]2CC(=O)N(CCc3ccccc3)C2=O)cc1",
  "elements": ["C", "C", "C", "C", "C", "C", "C", "H", "H", "N", "H", "C", "C", "O", "N", "C", "O", "C", "H", "H", "C", "H", "H", "C", "C", "C", "C", "C", "C", "C", "H", "H", "H", "H", "H", "H", "H", "H", "H", "H", "H", "H", "H"],
  "xyz": [[-4.290062, 0.725455, 5.077231], [-3.244786, 0.969249, 4.030547], [-3.179085, 0.201728, 2.878116], [-2.216366, 0.432218, 1.911571], [-1.277712, 1.446247, 2.080636], [-1.340949, 2.221637, 3.239624], [-2.309471, 1.986653, 4.191600], [-2.338950, 2.598454, 5.082027], [-0.617939, 3.011962, 3.385042], [-0.329495, 1.747518, 1.113036], [0.425541, 2.329401, 1.452721], [0.098908, 0.768427, 0.148033], [1.522958, 1.072101, -0.310394], [2.452488, 1.365191, 0.396051], [1.560400, 0.969949, -1.675812], [0.325260, 0.749391, -2.258708], [0.148650, 0.609640, -3.437668], [-0.708336, 0.755923, -1.156401], [-1.369603, -0.102539, -1.265837], [-1.314694, 1.659865, -1.238130], [2.790134, 0.986206, -2.440810], [2.501787, 1.104171, -3.487527], [3.393836, 1.837052, -2.116720], [3.560571, -0.328074, -2.236227], [2.633235, -1.490914, -2.456166], [2.313267, -1.909574, -3.740816], [1.389725, -2.919165, -3.940716], [0.770765, -3.520087, -2.857828], [1.087086, -3.113441, -1.573319], [2.013055, -2.104331, -1.375384], [2.261481, -1.789723, -0.370394], [0.611048, -3.581322, -0.723400], [0.044400, -4.303789, -3.014152], [1.146543, -3.233640, -4.944573], [2.786867, -1.437249, -4.589003], [3.957477, -0.350439, -1.220085], [4.393842, -0.354726, -2.939314], [0.116128, -0.241596, 0.591621], [-2.204499, -0.180322, 1.023581], [-3.894081, -0.594551, 2.725634], [-4.957162, 1.583847, 5.155021], [-4.884696, -0.151907, 4.835359], [-3.827565, 0.575103, 6.051933]],
  "atomic_forces_ev_per_a": [[0.02, 0.07, 0.00], [-0.09, -0.11, -0.04], [-0.02, 0.09, 0.21], [0.24, 0.04, -0.14], [-0.26, -0.05, 0.02], [0.02, 0.02, 0.00], [0.05, -0.08, -0.12], [0.01, 0.07, 0.10], [0.07, 0.10, 0.02], [0.52, 0.27, -0.07], [-0.01, -0.17, 0.00], [-0.30, -0.01, 0.05], [-0.40, 0.06, 0.03], [0.22, 0.02, 0.14], [0.38, 0.17, -0.10], [-0.39, -0.04, 0.07], [-0.05, 0.00, -0.18], [-0.09, -0.15, 0.06], [0.04, -0.01, -0.05], [0.05, -0.01, -0.01], [0.27, 0.02, -0.02], [0.04, 0.04, 0.13], [-0.08, -0.04, -0.08], [-0.19, 0.09, -0.02], [0.21, -0.06, 0.00], [0.03, -0.05, 0.07], [-0.01, -0.02, -0.09], [-0.08, -0.08, -0.01], [-0.11, -0.05, 0.08], [0.05, 0.02, -0.02], [0.06, 0.02, 0.11], [-0.03, -0.05, 0.06], [-0.05, -0.07, -0.02], [-0.02, -0.03, -0.09], [0.05, 0.07, -0.11], [0.06, 0.00, -0.05], [0.05, 0.01, 0.04], [0.05, 0.11, -0.07], [0.00, -0.06, -0.13], [-0.07, -0.07, 0.00], [-0.10, 0.00, 0.06], [-0.07, -0.05, 0.04], [-0.05, -0.04, 0.09]]
}

{
  "formula": "C10H15BrO",
  "method": "ωB97M-V with the def2-TZVPD basis set",
  "orbital_gap_ev": [8.68, 7.05],
  "e_lumo_ha": [0.01369, -0.01250],
  "spin_multiplicity": 1,
  "elements": ["C", "C", "C", "C", "C", "C", "C", "C", "C", "C", "O", "Br", "H", "H", "H", "H", "H", "H", "H", "H", "H", "H", "H", "H", "H", "H", "H"],
  "xyz": [[2.165638, 1.354819, -0.477140], [2.883474, 0.115748, -0.241637], [0.952552, 1.798174, -0.002768], [2.221301, -0.893754, 0.286027], [0.056259, 1.053579, 0.927386], [-0.465105, -0.286237, 0.525797], [-1.213040, 1.878991, 1.002305], [-0.904257, -1.252477, 1.564484], [-0.309254, -1.235663, -2.042735], [-1.089786, -0.511498, -0.874227], [-2.397997, -1.100344, -0.913871], [2.477360, -2.698280, 0.692771], [2.593332, 2.116672, -1.216781], [3.969425, -0.056642, -0.342986], [0.661934, 2.683298, -0.417242], [0.425314, 1.003988, 1.969146], [-1.101988, 2.937315, 1.196426], [-1.959088, 1.360219, 1.698666], [-1.801060, 1.774740, 0.028936], [-1.859346, -1.654045, 1.416069], [-0.917590, -0.772108, 2.634102], [-0.184018, -2.071420, 1.606194], [0.639880, -0.935679, -2.245569], [-0.923559, -0.824028, -2.956873], [-0.329890, -2.308201, -1.948000], [-1.223835, 0.506032, -1.221519], [-2.366655, -1.983200, -0.646959]],
  "atomic_forces_ev_per_a": [[-1.04, 2.81, -1.04], [0.57, -1.09, 0.98], [3.56, -3.95, -0.08], [-2.17, -0.58, 0.04], [-1.15, 0.90, 0.35], [1.06, -2.02, -1.08], [-3.30, -1.08, -0.37], [1.69, 1.53, 2.54], [-4.00, 1.37, -0.50], [1.07, -0.04, -0.68], [0.04, 2.80, 0.09], [0.35, 0.65, -0.09], [-0.12, -1.37, 1.11], [-0.42, 0.70, -0.47], [-1.07, 2.34, -0.72], [0.40, -0.20, -0.56], [0.12, 0.15, 0.37], [1.04, 1.12, -0.38], [0.94, 0.52, 1.00], [-1.46, -0.53, -0.41], [0.14, -0.81, -1.88], [0.02, -0.25, 0.14], [2.94, 1.06, 0.03], [1.03, -1.49, 1.43], [-0.25, -0.41, -0.05], [-0.25, 0.09, -0.38], [0.27, -2.22, 0.61]]
}

{
  "formula": "C5H12NO2S",
  "method": "ωB97M-V with the def2-TZVPD basis set",
  "orbital_gap_ev": 10.03,
  "charge": 1,
  "e_lumo_ha": -0.18670,
  "spin_multiplicity": 1,
  "elements": ["C", "C", "C", "C", "C", "N", "O", "O", "S", "H", "H", "H", "H", "H", "H", "H", "H", "H", "H", "H", "H"],
  "xyz": [[-0.786963, -1.884992, 0.390214], [1.402707, 0.229699, 1.253623], [-0.976334, 1.396410, 1.376660], [0.001422, -0.209311, -2.928635], [0.185785, 0.896567, 0.732662], [-0.476556, -0.875264, -0.320652], [-2.399950, 0.315130, -1.576478], [-1.934165, -1.991806, -2.015067], [-1.411797, -0.663160, -1.777038], [-1.103762, -2.776369, -0.082118], [-0.401166, -2.082457, 1.420256], [1.818714, -0.307213, 0.473755], [2.184099, 0.912896, 1.533329], [1.152734, -0.449275, 2.115176], [-1.090023, 2.454841, 1.193715], [-1.130029, 1.300816, 2.506283], [-1.877266, 1.067289, 0.809366], [0.211102, 0.819807, -2.660214], [0.795270, -0.830455, -2.595689], [-0.248205, -0.384204, -3.948023], [0.584909, 1.383259, -0.161074]],
  "atomic_forces_ev_per_a": [[2.43, -0.42, 0.39], [-1.82, -0.72, 2.88], [-2.40, 0.46, 1.76], [-1.62, 0.36, 2.20], [2.52, -1.18, -1.75], [-0.90, 2.15, 1.89], [0.05, 2.08, 0.60], [1.04, 0.83, -0.46], [0.54, -3.74, -1.95], [-1.37, -0.69, -0.58], [-0.33, 0.93, -0.64], [0.88, -1.25, -1.49], [0.07, 0.80, 0.46], [0.56, 0.68, -0.68], [0.42, 0.65, -0.23], [0.51, -0.59, -1.66], [0.38, -0.08, 0.51], [0.05, 0.25, -0.41], [0.72, -0.69, 0.13], [-0.47, 0.00, -0.66], [-1.22, 0.19, -0.31]]
}

{
  "formula": "C28H31BrIN5O4Pd",
  "method": "ωB97M-V with the def2-TZVPD basis set",
  "orbital_gap_ev": 3.37,
  "charge": 2,
  "e_lumo_ha": -0.34092,
  "spin_multiplicity": 1,
  "elements": ["Pd", "O", "C", "C", "C", "C", "C", "C", "C", "O", "N", "N", "C", "C", "Br", "C", "C", "C", "C", "C", "C", "C", "H", "H", "H", "H", "H", "H", "H", "H", "H", "H", "H", "H", "H", "H", "I", "C", "C", "C", "C", "C", "C", "C", "O", "O", "H", "H", "H", "H", "C", "N", "C", "C", "N", "N", "C", "C", "H", "H", "H", "H", "H", "H", "H", "H", "H", "H", "H", "H", "H"],
  "xyz": [[0.011433, -0.317478, 0.869611], [0.426599, -0.101838, -4.756133], [-0.759431, -0.596675, -4.254100], [-1.903138, -0.738668, -5.020284], [-3.066039, -1.180028, -4.407427], [-3.088130, -1.469073, -3.047892], [-1.936261, -1.333983, -2.290248], [-0.759584, -0.918681, -2.899990], [0.551472, -0.849743, -2.096898], [0.561262, -1.274515, -0.862091], [0.788114, 0.685175, -2.217447], [0.652442, 1.388500, -1.216935], [0.709151, 2.774007, -1.343986], [0.251240, 3.515188, -0.311725], [-0.629783, 2.738618, 1.132519], [0.330655, 4.965426, -0.270490], [1.237087, 5.817196, -0.862003], [0.886244, 7.208483, -0.856210], [1.667228, 8.123362, -1.511695], [2.840207, 7.688604, -2.131156], [3.253866, 6.345476, -2.090216], [2.474646, 5.417638, -1.462556], [0.402254, -0.069204, -5.719959], [-1.889674, -0.501949, -6.077432], [-3.963829, -1.295934, -4.999348], [-4.001722, -1.819610, -2.587537], [-1.916496, -1.584796, -1.237717], [1.362921, -1.263409, -2.716156], [0.885972, 1.058281, -3.177210], [1.043328, 3.217830, -2.276702], [-0.441449, 5.428838, 0.336819], [-0.025659, 7.516413, -0.359995], [1.392747, 9.168273, -1.535255], [3.469645, 8.413643, -2.632935], [4.202117, 6.065411, -2.526724], [2.824986, 4.400979, -1.349375], [5.742406, -3.039156, 2.050551], [4.061644, -1.949131, 2.596163], [3.426980, -1.148317, 1.652585], [2.298579, -0.465474, 2.060183], [1.774197, -0.546872, 3.342172], [2.446173, -1.320688, 4.278544], [3.580768, -2.024430, 3.901660], [0.489898, 0.155186, 3.678366], [0.226144, 0.531655, 4.788917], [-0.378359, 0.335871, 2.674796], [3.800959, -1.074311, 0.641633], [1.824327, 0.273568, 1.395304], [2.066157, -1.375560, 5.290492], [4.095859, -2.640919, 4.625521], [0.494251, -3.489715, 1.408020], [-0.941162, -3.716764, 1.363087], [-1.330023, -5.033989, 0.870150], [-1.847402, -2.728649, 1.503282], [-1.615075, -1.468801, 1.164939], [-3.079969, -3.077545, 1.950385], [-4.217208, -2.190239, 1.778711], [-3.268822, -4.153678, 2.920228], [0.959211, -4.372451, 1.848224], [0.718519, -2.640751, 2.045817], [0.914682, -3.318603, 0.415667], [-0.776269, -5.241128, -0.047835], [-2.391351, -5.059695, 0.644112], [-1.099008, -5.814819, 1.596405], [-2.288407, -0.849949, 1.598431], [-4.165137, -1.687681, 0.813748], [-4.281425, -1.442780, 2.576384], [-5.127785, -2.786128, 1.798551], [-2.306440, -4.519168, 3.265244], [-3.839373, -4.981370, 2.496722], [-3.811960, -3.759277, 3.779720]],
  "atomic_forces_ev_per_a": [[-0.01, -1.62, 0.15], [0.02, 0.00, -0.07], [-0.02, 0.01, 0.02], [0.01, 0.01, 0.03], [-0.01, -0.01, 0.00], [-0.02, -0.01, 0.01], [0.04, -0.06, -0.08], [0.00, 0.03, 0.13], [-0.16, -0.19, -0.07], [0.01, 0.46, -0.08], [-0.07, 0.02, 0.21], [0.15, 0.02, -0.08], [-0.16, -0.05, -0.06], [0.18, 0.35, -0.02], [0.17, 0.22, 0.18], [-0.18, -0.09, -0.05], [0.08, 0.04, 0.10], [0.03, 0.02, -0.01], [-0.03, -0.03, 0.03], [0.04, -0.01, -0.02], [0.00, 0.03, -0.01], [-0.02, -0.06, 0.03], [0.00, -0.01, 0.00], [0.00, 0.00, 0.00], [0.00, 0.00, 0.00], [0.00, 0.01, 0.00], [0.00, 0.02, 0.00], [0.07, 0.05, 0.04], [0.02, 0.00, -0.03], [0.09, 0.02, 0.02], [-0.10, 0.02, -0.13], [0.00, -0.01, 0.00], [0.00, 0.00, -0.01], [0.00, 0.00, 0.01], [0.00, 0.00, 0.00], [-0.03, -0.02, -0.02], [0.06, -0.04, -0.02], [-0.07, 0.02, 0.01], [0.01, -0.13, 0.21], [-0.27, 0.39, -0.04], [0.05, -0.08, -0.10], [-0.08, 0.02, 0.01], [0.04, -0.02, -0.01], [-0.38, 0.08, -0.11], [0.12, -0.06, 0.12], [0.25, 0.22, 0.01], [0.01, 0.03, 0.00], [0.48, 0.28, -0.33], [0.00, -0.01, 0.00], [0.00, 0.00, 0.01], [-0.01, 0.00, -0.01], [0.03, 0.00, 0.01], [0.00, -0.01, 0.02], [0.04, -0.02, -0.20], [-0.37, 0.24, 0.20], [-0.04, -0.08, -0.11], [0.01, 0.01, -0.01], [0.02, 0.04, 0.02], [0.01, 0.00, -0.01], [0.02, 0.02, 0.04], [0.00, 0.01, 0.00], [0.01, -0.01, 0.01], [0.01, 0.00, -0.01], [0.00, 0.00, 0.00], [0.00, -0.06, 0.09], [0.01, 0.01, 0.01], [-0.01, 0.01, -0.01], [0.00, 0.00, 0.02], [-0.01, -0.01, 0.00], [0.00, 0.00, 0.00], [0.00, -0.01, 0.01]]
}

{
  "formula": "C2H5OS",
  "method": "ωB97M-V with the def2-TZVPD basis set",
  "orbital_gap_ev": 5.83,
  "charge": -1,
  "e_lumo_ha": 0.11808,
  "spin_multiplicity": 1,
  "elements": ["S", "H", "O", "C", "C", "H", "H", "H", "H"],
  "xyz": [[-3.277403, 1.232828, 1.677791], [-3.557109, 1.557615, 0.297376], [2.701069, -0.699232, -0.978964], [1.489960, -0.262585, -0.875010], [0.562057, -0.376152, 0.260651], [0.936591, -0.368645, -1.922342], [1.022155, -1.086318, 1.000383], [0.573374, 0.720220, 0.604189], [-0.450696, -0.717735, -0.064070]],
  "atomic_forces_ev_per_a": [[-0.28, 0.40, -1.96], [0.38, -0.44, 1.90], [-4.24, 2.67, 1.30], [2.98, -5.52, -4.12], [0.85, 1.26, 1.04], [0.84, 1.51, 1.52], [-0.54, 1.01, -0.37], [-0.81, -1.58, 0.36], [0.82, 0.69, 0.35]]
}

In order of appearance, calculated total energy = -439.1440; -996.0698; -3039.0667; -800.7439; -4659.2110; -552.6078 Eh.